The following is a DFT calculation (ωB97M-V/def2-TZVPD) of a cluster of 3 separate species, C30H62N3O2 in total.

Structure (XYZ):
```
97
C30H62N3O2 | the Open Molecules 2025 dataset | ωB97M-V/def2-TZVPD
C -0.753 -1.686 -0.752
C -1.901 -2.022 -1.697
C -1.539 -2.992 -2.827
C -0.892 -4.316 -2.400
C -0.083 -4.971 -3.525
C 1.298 -4.350 -3.778
C 2.382 -4.777 -2.766
C 2.644 -3.812 -1.601
C 2.894 -2.351 -1.983
C 3.772 -2.132 -3.168
C 4.045 -0.725 -3.581
C 4.527 -0.526 -5.030
N 3.927 -1.377 -6.058
H -1.092 -1.008 0.033
H 0.043 -1.162 -1.283
H -0.346 -2.564 -0.248
H -2.763 -2.387 -1.130
H -2.227 -1.082 -2.154
H -0.896 -2.472 -3.548
H -2.455 -3.245 -3.372
H -1.698 -5.002 -2.117
H -0.270 -4.187 -1.515
H -0.678 -4.892 -4.443
H 0.038 -6.042 -3.332
H 1.621 -4.655 -4.778
H 1.204 -3.261 -3.817
H 3.321 -4.978 -3.286
H 2.068 -5.735 -2.337
H 3.489 -4.178 -1.012
H 1.783 -3.843 -0.928
H 1.942 -1.830 -2.153
H 3.342 -1.843 -1.121
H 3.606 -2.822 -3.992
H 3.150 -0.111 -3.397
H 4.814 -0.308 -2.917
H 5.611 -0.644 -5.080
H 4.330 0.514 -5.304
H 2.967 -1.608 -5.830
H 4.434 -2.247 -6.153
C -5.917 2.772 -0.909
C -5.475 1.941 0.304
C -5.811 2.659 1.617
C -4.913 3.861 1.901
C -3.435 3.480 1.836
C -3.040 2.790 0.526
N -3.999 1.653 0.287
O -3.706 0.607 0.965
C -3.040 3.788 -0.638
C -1.627 2.239 0.630
C -6.214 0.608 0.231
H -5.810 3.843 -0.760
H -5.357 2.488 -1.800
H -6.974 2.580 -1.100
H -5.709 1.939 2.435
H -6.863 2.960 1.583
H -5.130 4.673 1.200
H -5.142 4.251 2.895
H -2.804 4.363 1.957
H -3.195 2.806 2.663
H -2.901 3.268 -1.587
H -2.196 4.463 -0.497
H -3.934 4.401 -0.708
H -1.485 1.575 1.477
H -0.917 3.056 0.766
H -1.336 1.698 -0.273
H -5.935 0.061 -0.671
H -7.288 0.807 0.201
H -5.997 -0.019 1.091
C 2.835 2.291 5.141
C 1.736 1.914 4.129
C 1.119 0.558 4.509
C 2.034 -0.622 4.189
C 2.481 -0.562 2.731
C 3.101 0.793 2.353
N 2.239 1.943 2.730
O 1.104 1.888 1.887
C 4.510 0.911 2.957
C 3.284 0.839 0.835
C 0.656 2.991 4.240
H 3.430 1.441 5.475
H 3.504 3.032 4.700
H 2.380 2.725 6.035
H 0.189 0.441 3.947
H 0.859 0.563 5.575
H 2.903 -0.633 4.859
H 1.499 -1.560 4.372
H 3.198 -1.364 2.517
H 1.610 -0.723 2.090
H 4.900 1.916 2.781
H 5.176 0.190 2.473
H 4.549 0.711 4.026
H 2.329 0.691 0.339
H 3.993 0.060 0.527
H 3.677 1.814 0.536
H 1.063 3.960 3.941
H 0.308 3.056 5.279
H -0.178 2.754 3.584
```

Values from the calculation:
- Net charge: -1
- ⟨S²⟩: 2.0074
- HOMO energy (spin up / spin down): -0.0704 / -0.0704 Eh
- E_LUMO (spin up / spin down): 2.50 / 2.27 eV
- 2S+1: 3